[1]
Entry from the OMol25 dataset: a molecular structure, C25H17N3V in a non-equilibrium geometry (ωB97M-V with the def2-TZVPD basis set).

As for the multiplicity: 2. As for the charge: -2. As for the expectation value of S²: 0.778. Its largest force on an atom is 4.163 eV/A. The HOMO-LUMO gap (alpha / beta) is 4.120 / 4.143 eV. The total energy is -2071.01954 Eh. The calculation puts the lowest unoccupied orbital energy (alpha / beta) at 0.1953 / 0.1949 Eh.

```
46
Properties=species:S:1:pos:R:3:lowdin_spin:R:1
V -0.8537 0.3979 0.0417 0.022
C -1.8450 -3.4852 -1.6517 0.067
C -2.0012 -2.2740 -1.0256 0.145
N -1.0136 -1.3340 -0.9456 0.187
C 0.2001 -1.6568 -1.5314 0.042
C 0.4590 -2.9055 -2.1567 0.028
C -0.6136 -3.8357 -2.2326 0.262
C 1.7529 -3.1414 -2.6588 0.049
C 2.7448 -2.1784 -2.5433 0.036
C 2.4788 -0.9348 -1.9842 0.040
C 1.1902 -0.6447 -1.5191 0.047
N 0.7275 0.5472 -0.9858 0.007
C 0.9762 1.8160 -1.4110 0.001
C 1.8444 2.2295 -2.4432 0.000
C 1.9436 3.5771 -2.7663 0.001
C 1.2085 4.5446 -2.1035 0.000
C 0.2918 4.1712 -1.0936 0.001
C -0.5367 5.0929 -0.4009 0.002
C -1.4000 4.5963 0.5777 0.000
C -1.4769 3.2485 0.8508 0.002
N -0.7342 2.3054 0.1787 0.004
C 0.1731 2.7999 -0.7597 0.003
H -2.6733 -4.1843 -1.6686 -0.001
H -2.9267 -2.0170 -0.5242 0.010
H -0.4744 -4.7924 -2.7232 0.020
H 1.9719 -4.0952 -3.1291 0.001
H 3.7425 -2.3954 -2.9134 0.002
H 3.2617 -0.1953 -1.8817 0.003
H 2.3980 1.4919 -3.0074 0.000
H 2.6238 3.8749 -3.5599 0.000
H 1.3086 5.5932 -2.3651 0.000
H -0.4859 6.1501 -0.6373 0.000
H -2.0326 5.2782 1.1366 0.000
H -2.1274 2.8644 1.6259 0.000
C -1.2497 -0.1842 1.6738 0.004
C -1.0500 -0.9276 2.8504 0.002
C -0.8836 -2.3478 2.8071 0.004
C -0.6687 -3.0931 3.9444 0.000
C -0.6199 -2.4963 5.2075 0.005
C -0.8012 -1.1157 5.2848 0.000
C -1.0192 -0.3542 4.1547 0.003
H -0.9188 -2.8196 1.8314 0.001
H -0.5381 -4.1693 3.8657 0.000
H -0.4233 -3.0842 6.0969 0.000
H -0.7684 -0.6352 6.2593 0.000
H -1.1611 0.7178 4.2354 0.000
```

---

[2]
Entry from the OMol25 dataset: a molecular structure, C25H17N4Ni in a non-equilibrium geometry (ωB97M-V with the def2-TZVPD basis set).

As for the multiplicity: 3. As for the charge: +1. As for the expectation value of S²: 2.012. Its largest force on an atom is 1.210 eV/A. The HOMO-LUMO gap (alpha / beta) is 7.098 / 6.423 eV. The calculation puts the energy relative to the best compared isomer or geometry (same formula, charge and spin) at 8.1 kcal/mol. The total energy is -2690.05593 Eh. The calculation puts the lowest unoccupied orbital energy (alpha / beta) at -0.1029 / -0.1302 Eh.

```
47
Properties=species:S:1:pos:R:3:lowdin_spin:R:1
Ni 0.0958 -0.4028 -0.2019 1.662
C 1.1885 0.2030 -4.4402 0.000
C 1.0631 -0.3900 -3.1777 0.014
N 0.4000 0.1713 -2.1881 0.024
C -0.1952 1.3871 -2.3847 -0.002
C -0.0629 2.0812 -3.6002 -0.001
C 0.6404 1.4395 -4.6415 0.008
C -0.6605 3.3570 -3.7361 0.015
C -1.3699 3.8690 -2.6933 -0.001
C -1.5509 3.1486 -1.4888 0.021
C -1.0054 1.8996 -1.3163 0.004
N -1.1544 1.0274 -0.2461 0.130
C -2.3290 0.7945 0.4575 0.004
C -3.2938 1.6952 0.8401 0.021
C -4.4864 1.2696 1.4718 -0.001
C -4.7377 -0.0454 1.7184 0.015
C -3.7656 -1.0098 1.3605 -0.001
C -3.9571 -2.3991 1.5173 0.007
C -2.9760 -3.2745 1.1423 0.000
C -1.7748 -2.7614 0.6364 0.014
N -1.5672 -1.4732 0.4608 0.026
C -2.5560 -0.5844 0.7836 -0.002
H 1.7214 -0.3158 -5.2242 0.000
H 1.5309 -1.3463 -2.9748 0.002
H 0.7279 1.9320 -5.6028 0.000
H -0.5395 3.9088 -4.6591 0.001
H -1.8154 4.8516 -2.7811 0.000
H -2.1209 3.6094 -0.6996 0.001
H -3.1525 2.7498 0.6730 0.001
H -5.2161 2.0162 1.7583 0.000
H -5.6599 -0.3636 2.1869 0.001
H -4.8935 -2.7617 1.9250 0.000
H -3.1020 -4.3436 1.2387 0.000
H -0.9596 -3.4292 0.3835 0.002
N 1.6788 -0.5146 0.9245 0.030
C 2.5991 -0.5638 1.6042 0.007
C 3.7447 -0.6129 2.4591 0.000
C 3.6731 -0.0739 3.7431 0.000
C 4.7852 -0.1403 4.5608 0.000
C 5.9524 -0.7387 4.1023 0.000
C 6.0188 -1.2714 2.8202 0.000
C 4.9158 -1.2114 1.9899 0.000
H 2.7592 0.3911 4.0889 0.000
H 4.7402 0.2756 5.5578 0.000
H 6.8181 -0.7903 4.7489 0.000
H 6.9298 -1.7334 2.4655 0.000
H 4.9535 -1.6194 0.9882 0.000
```

---

[3]
Entry from the OMol25 dataset: a molecular structure, C25H18AlCl5F6N3O3 in a non-equilibrium geometry (ωB97M-V with the def2-TZVPD basis set).

As for the multiplicity: 1. As for the charge: +1. Its largest force on an atom is 1.465 eV/A. The HOMO-LUMO gap is 6.333 eV. The calculation puts the energy relative to the best compared isomer or geometry (same formula, charge and spin) at 22.0 kcal/mol. The total energy is -4495.93047 Eh. The calculation puts the lowest unoccupied orbital energy at -0.1420 Eh.

```
61
Properties=species:S:1:pos:R:3:nbo_charge:R:1
Al -3.8104 -1.2386 0.0389 1.686
Cl -4.0432 -3.8186 -2.4899 0.057
C -3.9868 -4.2488 -0.8380 -0.039
C -3.7389 -3.2375 0.0799 -0.579
C -3.7206 -3.5980 1.4229 0.035
Cl -3.4456 -2.2805 2.4716 0.079
C -3.9495 -4.8846 1.8773 -0.138
Cl -3.9550 -5.2504 3.5523 0.062
C -4.2066 -5.8784 0.9279 -0.066
Cl -4.5585 -7.4734 1.4421 0.076
C -4.2156 -5.5632 -0.4328 -0.094
Cl -4.5414 -6.7884 -1.5870 0.068
F 2.2605 -0.6346 2.7107 -0.319
C 1.7694 0.0513 1.6560 0.318
C 0.4796 -0.1896 1.2767 -0.190
C -0.0915 0.5052 0.1990 -0.086
C -1.4482 0.2194 -0.2110 0.516
O -2.1469 -0.6083 0.4525 -0.754
C -1.8873 0.9064 -1.3693 -0.303
C -1.0921 1.8506 -1.9557 0.169
N 0.1438 2.1540 -1.5354 -0.323
C 0.8679 3.2141 -2.1821 -0.079
C 0.8004 3.3494 -3.6707 -0.403
C 2.0685 2.8866 -3.0230 -0.431
C 0.6881 1.4698 -0.4751 0.197
C 2.0067 1.6888 -0.0664 -0.316
C 2.5851 0.9938 0.9884 0.217
N 3.9150 1.2017 1.3204 -0.468
C 4.6662 0.2936 2.1720 -0.227
C 6.1570 0.6371 2.0931 -0.244
N 6.4887 1.0157 0.6925 -0.496
C 5.8065 2.2897 0.2875 -0.232
C 4.5565 2.4785 1.1583 -0.235
C -3.2349 0.6214 -2.0146 0.820
O -3.5556 1.2266 -3.0023 -0.590
O -3.9169 -0.3019 -1.4160 -0.861
H -0.1212 -0.9139 1.8074 0.272
H -1.4820 2.3924 -2.8071 0.264
H 0.8906 4.1203 -1.5865 0.228
H 0.7665 4.3429 -4.0889 0.244
H 0.2266 2.6268 -4.2297 0.241
H 2.9108 3.5628 -3.0010 0.223
H 2.3366 1.8472 -3.1365 0.229
H 2.5936 2.4008 -0.6183 0.224
H 4.5035 -0.7301 1.8224 0.227
H 4.3573 0.3396 3.2229 0.236
H 6.7509 -0.2270 2.3917 0.254
H 6.4189 1.4703 2.7466 0.232
H 6.1621 0.2541 0.0856 0.443
H 7.5042 1.1026 0.5700 0.451
H 5.5318 2.2109 -0.7648 0.234
H 6.4880 3.1307 0.4134 0.237
H 3.8868 3.1935 0.6883 0.255
H 4.8281 2.8939 2.1359 0.208
F -5.8661 -0.4632 2.2314 -0.349
C -5.5619 -0.4763 0.8934 0.209
F -5.8983 0.7820 0.4539 -0.346
C -6.5322 -1.4602 0.2306 0.894
F -6.0129 -1.8645 -0.9505 -0.317
F -6.6417 -2.5749 0.9656 -0.319
F -7.7545 -1.0196 -0.0269 -0.299
```